1 | The following is a DFT calculation (ωB97M-V/def2-TZVPD) of a cluster of 3 separate species, C4H14NO3 in total.

Output
Charge ... -1
HOMO ... -3.49 eV
Kohn-Sham gap ... 7.00 eV

Each line ends with the Löwdin charge.
Positions of all 22 atoms, in Å:
1 C -1.2471 -0.0481 -0.6618  -0.22
2 N -0.4485 0.4518 0.5424  -0.08
3 C 0.6649 1.4506 0.1265  -0.50
4 O 1.8347 1.0473 0.4765  -0.27
5 C -2.4054 -0.8535 0.0680  -0.28
6 C -3.2723 -2.0038 -0.5503  -0.14
7 H -0.5637 -0.7994 -1.2505  0.12
8 H -1.5018 0.9512 -1.1578  0.11
9 H -0.1521 -0.2666 1.1131  0.04
10 H 0.2681 2.2656 0.7951  0.09
11 H 0.5788 1.7625 -0.8684  0.07
12 H -2.1789 -1.1287 1.1252  0.09
13 H -3.1741 -0.0708 0.2001  0.08
14 H -2.8680 -3.0034 -0.0634  0.09
15 H -2.7646 -2.1939 -1.5026  0.04
16 H -4.3349 -1.7469 -0.6476  0.05
17 H 3.0986 2.0207 0.6507  -0.04
18 H 3.9471 2.5295 -0.4553  0.02
19 O 4.0379 2.2899 0.4915  -0.15
20 H 2.8492 -0.4477 0.6232  -0.01
21 H 4.2580 -0.9524 0.5198  -0.01
22 O 3.3740 -1.2537 0.4257  -0.10

***

2 | The following is a DFT calculation (ωB97M-V/def2-TZVPD) of a cluster of 3 separate species, C4H14NO3 in total.

Output
Charge ... -1
HOMO ... -3.50 eV
Kohn-Sham gap ... 7.24 eV

Each line ends with the Löwdin charge.
Positions of all 22 atoms, in Å:
1 C 0.1855 0.7853 -0.2277  -0.28
2 N 1.4971 0.9471 0.3763  -0.07
3 C 2.5875 0.3328 -0.4403  -0.50
4 O 2.7044 -1.0142 -0.3532  -0.31
5 C -0.9461 1.5853 0.4417  -0.25
6 C -1.7063 0.7843 1.4919  -0.12
7 H -0.1005 -0.2683 -0.1416  0.09
8 H 0.2350 1.1147 -1.2610  0.10
9 H 1.6083 0.5443 1.2976  0.09
10 H 3.5566 0.7938 -0.1665  0.08
11 H 2.2931 0.6472 -1.4729  0.08
12 H -0.5916 2.5336 0.8592  0.10
13 H -1.6190 1.7905 -0.3921  0.09
14 H -1.7839 -0.2556 1.1883  0.03
15 H -2.6213 1.2943 1.8070  0.06
16 H -1.1924 0.6650 2.4530  0.07
17 H -2.1952 -2.5482 -1.0276  0.04
18 H -2.0914 -1.8418 0.2995  -0.01
19 O -2.7293 -2.3070 -0.2425  -0.08
20 H 1.4660 -1.7358 -0.8679  -0.01
21 H 0.6984 -1.5831 -2.1621  0.00
22 O 0.7454 -2.2641 -1.4590  -0.21

***

Need the numbers? Relative energies in kJ/mol: 1 133.2; 2 0.0.

***

1 | The following is a DFT calculation (ωB97M-V/def2-TZVPD) of a cluster of 2 separate species, C8H13N3O in total.

Output
HOMO ... -9.76 eV
Structure (SMILES) ... C=NNC(C)=O.C=CCCC#N
Kohn-Sham gap ... 10.37 eV

Each line ends with the Löwdin charge.
Positions of all 25 atoms, in Å:
1 C 2.6357 -2.0047 -0.7779  -0.02
2 C 2.6670 -1.0853 0.3878  -0.53
3 C 2.1765 1.9773 -1.2543  -0.05
4 C -0.5441 1.8122 1.3234  0.00
5 C -1.2101 1.4574 0.2441  -0.20
6 C -2.6239 0.9175 0.2629  -0.22
7 C -2.7060 -0.5410 -0.1520  -0.19
8 C -4.1058 -0.9843 -0.2580  -0.23
9 H 3.6432 -2.0860 -1.2098  0.10
10 H 1.9377 -1.6789 -1.5555  0.07
11 H 2.3384 -3.0053 -0.4007  0.10
12 H 2.6333 0.8755 0.9610  0.15
13 H 2.5182 2.6325 -0.4434  0.07
14 H 1.9103 2.4649 -2.1812  0.07
15 H 0.4682 2.2369 1.2585  0.04
16 H -0.9876 1.6557 2.2922  0.06
17 H -0.7298 1.5519 -0.7338  0.09
18 H -3.1848 1.5274 -0.4806  0.13
19 H -3.0958 1.0805 1.2657  0.13
20 H -2.2580 -0.7149 -1.1263  0.12
21 H -2.1625 -1.1872 0.5381  0.12
22 N 2.4212 0.2502 0.1719  0.02
23 N 2.0770 0.7209 -1.0693  -0.02
24 N -5.1793 -1.4105 -0.3745  0.14
25 O 3.0002 -1.4464 1.5081  0.04

***

2 | The following is a DFT calculation (ωB97M-V/def2-TZVPD) of a cluster of 2 separate species, C8H13N3O in total.

Output
HOMO ... -8.89 eV
Kohn-Sham gap ... 8.06 eV

Each line ends with the Löwdin charge.
Positions of all 25 atoms, in Å:
1 C 2.5715 0.4677 0.2344  -0.28
2 C -0.2832 0.9508 0.2816  -0.38
3 C 1.0087 -3.0744 0.5049  -0.06
4 C 1.7544 0.4731 -0.8773  -0.03
5 C -2.5003 1.3053 1.4882  -0.08
6 C -2.0942 2.3837 -0.7193  -0.08
7 C 2.5518 -2.4760 -1.1629  -0.14
8 C -1.7564 1.2047 0.1654  -0.37
9 N 3.4098 0.4154 1.0376  0.18
10 N 1.1860 -2.4354 -0.6148  -0.08
11 N 0.4877 0.7190 -0.8512  0.10
12 O 0.3152 1.0117 1.3323  0.13
13 H 0.1381 -3.1375 1.1335  0.05
14 H 1.7613 -3.4841 1.1691  0.06
15 H -2.2634 0.4105 2.1412  0.11
16 H -2.3468 2.2371 2.0807  0.10
17 H -3.5214 1.3549 1.2184  0.06
18 H -1.7001 3.4135 -0.2752  0.13
19 H -3.1984 2.4682 -0.8960  0.09
20 H -1.6332 2.3006 -1.7166  0.07
21 H 2.8028 -1.5171 -1.4775  0.01
22 H 3.2718 -2.7701 -0.3278  0.10
23 H 2.4015 -3.1617 -1.9239  0.05
24 H -2.3458 0.3609 -0.2958  0.16
25 H -0.0175 0.5793 -1.6492  0.10

***

Need the numbers? Relative energies in kJ/mol: 1 0.0; 2 237.8.

***

1 | The following is a DFT calculation (ωB97M-V/def2-TZVPD) of a cluster of 2 separate species, C2H6IN in total.

Output
HOMO ... -8.53 eV
Kohn-Sham gap ... 8.77 eV

Each line ends with the Löwdin charge.
Positions of all 10 atoms, in Å:
1 C -0.8972 -0.8089 0.1507  -0.14
2 C -0.2406 0.3494 -0.5514  -0.16
3 N 1.3164 1.2176 0.3482  -0.58
4 I 2.8087 -0.0444 -0.1272  0.65
5 H -1.0292 -0.8193 1.1667  0.05
6 H -1.8951 -0.9566 -0.1566  0.06
7 H -0.3736 -1.6972 -0.2151  0.07
8 H 0.2453 0.2897 -1.4302  -0.01
9 H -0.9452 1.2734 -0.4984  0.11
10 H 1.0105 1.1964 1.3133  -0.05

***

2 | The following is a DFT calculation (ωB97M-V/def2-TZVPD) of the molecule C2H6IN.

Output
HOMO ... -8.38 eV
Structure (SMILES) ... CN(C)I
Kohn-Sham gap ... 8.81 eV

Each line ends with the Löwdin charge.
Positions of all 10 atoms, in Å:
1 C 0.5651 1.1254 0.4748  -0.06
2 C -0.5367 -0.9330 -0.7161  -0.30
3 N -0.1017 0.4473 -1.0472  -0.76
4 I 1.1566 0.5816 -2.5777  0.74
5 H 0.2984 2.1915 0.3776  0.06
6 H -0.0385 0.6317 1.2334  0.03
7 H 1.5978 0.6943 0.6202  0.06
8 H -1.1661 -1.3142 -1.5489  0.07
9 H 0.1784 -1.5398 -0.1323  0.07
10 H -1.3920 -0.7024 -0.0086  0.08

***

Need the numbers? Relative energies in kJ/mol: 1 52.3; 2 0.0.

***

1 | The following is a DFT calculation (ωB97M-V/def2-TZVPD) of the molecule C5H11N2O.

Output
Multiplicity ... 2
HOMO (alpha / beta) ... -7.05 / -7.33 eV
Kohn-Sham gap (alpha / beta) ... 3.49 / 3.35 eV

Each line ends with the Löwdin spin population.
Positions of all 19 atoms, in Å:
1 C 2.5183 0.7107 0.5792  0.00
2 O 3.7601 0.3106 0.3008  -0.05
3 C 1.3903 -0.2365 0.1689  -0.02
4 C -0.0001 0.0093 0.8668  0.03
5 C -1.1928 -0.8790 0.4625  0.10
6 C -2.4776 -0.2758 -0.4669  0.16
7 N -3.3889 0.6472 -1.3205  0.62
8 N 1.1665 -0.2086 -1.1955  0.07
9 H 2.2859 0.8516 1.7740  0.01
10 H 2.2827 1.6591 0.0372  0.02
11 H 1.8472 -1.2018 0.6452  0.01
12 H 0.1807 0.0593 1.8837  0.00
13 H -0.1500 1.0447 0.7082  0.01
14 H -1.5960 -1.5591 1.1511  0.00
15 H -3.2374 -0.9660 -0.1067  0.01
16 H -2.3161 -0.1900 -1.5316  0.03
17 H -3.1249 1.5643 -0.9395  0.02
18 H 0.2568 -0.6590 -1.1406  -0.01
19 H 1.7954 -0.6812 -1.8761  0.00

***

2 | The following is a DFT calculation (ωB97M-V/def2-TZVPD) of a cluster of 2 separate species, C5H11N2O in total.

Output
Multiplicity ... 2
HOMO (alpha / beta) ... -3.73 / -7.40 eV
Kohn-Sham gap (alpha / beta) ... 4.60 / 8.22 eV

Each line ends with the Löwdin spin population.
Positions of all 19 atoms, in Å:
1 C 0.0997 -1.8664 -2.2578  0.00
2 C 0.8508 -1.3695 -0.9983  0.00
3 C 0.1189 -0.3003 -0.2761  0.02
4 C -0.8777 -0.5240 0.7181  0.03
5 N -1.4760 0.7021 1.0159  0.22
6 C -0.9907 1.6927 0.2103  0.46
7 N 0.0029 1.0527 -0.5893  0.19
8 H 0.6349 -1.7327 -3.1734  0.00
9 H -0.7539 -1.3626 -2.5816  0.00
10 H -0.1578 -2.9116 -1.9933  0.00
11 H 1.8915 -1.0299 -1.3927  0.00
12 H 0.9862 -2.1745 -0.3287  0.00
13 H -0.9774 -1.4684 1.2393  0.00
14 H -2.1557 0.8961 1.7200  0.00
15 H -1.1244 2.8140 0.1222  0.05
16 H 0.6279 1.5794 -1.1922  0.00
17 H 1.4007 1.4915 2.3318  0.00
18 H 2.3602 0.2715 2.3074  0.00
19 O 1.5467 0.6937 1.9472  0.00

***

Need the numbers? Relative energies in kJ/mol: 1 924.7; 2 0.0.

***

1 | The following is a DFT calculation (ωB97M-V/def2-TZVPD) of a structure of composition C2H14NO5.

Output
Charge ... -1
HOMO ... -5.24 eV
Kohn-Sham gap ... 8.84 eV

Each line ends with the Löwdin charge.
Positions of all 22 atoms, in Å:
1 C -1.8333 -0.8630 1.2985  -0.27
2 O -1.4330 0.4889 1.5665  -0.15
3 C -2.1309 -1.0936 -0.1783  -0.27
4 N -1.6009 -2.1796 -1.0051  -0.02
5 H -0.9669 -1.4456 1.6737  0.11
6 H -2.6234 -1.0338 2.0364  0.10
7 H -3.2261 -1.1330 -0.3062  0.10
8 H -1.8961 -0.1932 -0.7481  0.10
9 H -0.6460 -2.3999 -0.7496  0.05
10 H -2.1237 -3.0422 -1.0509  0.04
11 H 2.5965 1.2544 0.4569  -0.02
12 H 3.6486 1.9546 -0.4302  0.02
13 O 3.5102 1.6280 0.4599  -0.11
14 H 1.7531 -0.4602 0.0953  0.00
15 H 1.5914 -0.2110 -1.3742  0.01
16 O 2.1599 -0.7132 -0.7423  -0.10
17 H 0.1912 1.1847 -1.8864  -0.04
18 H 1.0463 1.7253 -0.4454  -0.05
19 O 1.0027 1.6517 -1.6694  -0.31
20 H 0.6998 2.5134 1.0919  0.02
21 H -0.5334 0.7313 1.1844  0.03
22 O 0.8139 1.6360 0.7226  -0.26

***

2 | The following is a DFT calculation (ωB97M-V/def2-TZVPD) of a cluster of 5 separate species, C2H14NO5 in total.

Output
Charge ... -1
HOMO ... -5.37 eV
Kohn-Sham gap ... 9.04 eV

Each line ends with the Löwdin charge.
Positions of all 22 atoms, in Å:
1 C -0.5503 1.6672 0.1182  -0.30
2 O 0.6549 2.4063 0.1798  -0.13
3 C -0.5491 0.7656 -1.1101  -0.24
4 N -1.8006 -0.0413 -1.1460  -0.03
5 H -0.6895 1.0895 1.0356  0.12
6 H -1.3449 2.4123 -0.0320  0.11
7 H -0.4941 1.4120 -1.9960  0.11
8 H 0.3479 0.1493 -1.1189  0.09
9 H -2.5455 0.6188 -0.9122  0.07
10 H -2.0286 -0.2949 -2.1028  0.07
11 H 1.1848 -2.5827 1.1566  0.00
12 H 1.3518 -1.1080 1.4643  -0.03
13 O 0.9108 -1.9515 1.8341  -0.16
14 H -2.6373 -1.7610 1.6410  0.02
15 H -2.5308 -0.9241 0.3401  -0.02
16 O -3.1392 -1.1567 1.0799  -0.12
17 H 2.2372 -1.6484 -1.4727  0.00
18 H 2.6621 -0.4896 -0.4715  -0.03
19 O 2.9447 -1.0286 -1.2705  -0.14
20 H 2.7058 0.5118 1.4374  -0.02
21 H 1.3232 1.7201 0.4843  0.02
22 O 1.9865 0.2339 0.8614  -0.37

***

Need the numbers? Relative energies in kJ/mol: 1 97.1; 2 0.0.

***

1 | The following is a DFT calculation (ωB97M-V/def2-TZVPD) of the molecule C5H5NOS.

Output
HOMO ... -8.72 eV
Structure (SMILES) ... S=C1NC=C[C@@H]2O[C@@H]12
Kohn-Sham gap ... 8.73 eV

Each line ends with the Löwdin charge.
Positions of all 13 atoms, in Å:
1 C -1.4797 -0.2361 -0.1064  -0.67
2 C 0.5390 1.2388 -0.1710  -0.09
3 C 1.4293 0.2760 -0.0092  -0.05
4 C 0.8609 -1.0612 0.4961  -0.16
5 C -0.2152 -1.1244 -0.3945  -0.38
6 H -1.4833 1.6451 0.0642  0.05
7 H 0.7367 2.3519 -0.3149  0.15
8 H 2.4175 0.6513 0.3544  0.12
9 H 0.7103 -1.1086 1.5115  0.14
10 H 0.0564 -0.8974 -1.3998  0.15
11 N -0.8351 0.9934 0.0512  0.03
12 O 0.4062 -2.2751 -0.1555  0.11
13 S -3.1430 -0.4538 0.0737  0.61

***

2 | The following is a DFT calculation (ωB97M-V/def2-TZVPD) of the molecule C5H5NOS.

Output
HOMO ... -9.05 eV
Structure (SMILES) ... O=C1C=C/C(=N\S)C1
Kohn-Sham gap ... 8.52 eV

Each line ends with the Löwdin charge.
Positions of all 13 atoms, in Å:
1 C -0.5044 0.2874 0.0712  -0.43
2 C 0.6630 0.5796 1.0395  -0.02
3 C 1.7829 -0.3060 0.4360  -0.37
4 C 1.1991 -1.0677 -0.6881  0.00
5 C -0.0602 -0.7381 -0.8838  -0.03
6 H -3.8291 1.3601 -0.3496  -0.15
7 H 0.9603 1.6229 1.0330  0.12
8 H 0.3779 0.2828 2.0625  0.14
9 H 1.7155 -1.7348 -1.3812  0.13
10 H -0.6900 -1.2250 -1.6557  0.12
11 N -1.6224 0.8783 0.2663  -0.30
12 O 2.9090 -0.4599 0.8932  0.08
13 S -2.9016 0.5203 -0.8435  0.71

***

Need the numbers? Relative energies in kJ/mol: 1 369.5; 2 0.0.